1.
ORCA calculation (ωB97M-V/def2-TZVPD) on a cluster of 13 separate species, C35H70N8O9 in total at a distorted geometry.

## Properties
E, eV: -67776.007
Spin multiplicity: 1
Energy relative to the best compared isomer or geometry (same formula, charge and spin), kcal per mole: 69.05

Structure (XYZ):
```
122
Properties=species:S:1:pos:R:3:forces:R:3
O 4.120 -0.380 -2.387 -1.055 -0.781 -0.735
O -5.914 -0.012 0.866 0.028 -0.736 0.171
O 0.960 4.325 -2.474 -0.145 0.164 0.293
O 0.245 -3.151 -6.708 -1.766 1.330 -0.665
O -1.522 -0.810 4.179 0.768 2.645 1.262
O 0.095 -5.227 0.438 -0.739 1.149 1.159
O 5.550 -2.055 1.051 0.276 -0.269 0.260
O -4.952 1.427 -3.648 0.710 -0.426 0.017
O -1.149 3.674 3.112 1.919 0.682 -0.157
N 0.801 -4.037 2.247 0.607 1.338 1.986
N -3.345 3.479 3.455 0.335 0.089 -1.037
N -0.740 0.781 0.558 1.961 -1.405 -0.309
N 2.498 1.951 1.762 0.162 -0.256 0.052
N 3.441 0.253 6.486 -0.179 -0.713 0.511
N -1.630 -2.147 -5.822 -0.743 1.092 -0.611
N 3.330 -2.402 -3.208 -1.432 0.396 -0.178
N -0.153 0.202 -4.045 0.269 0.567 -0.619
C -4.563 2.674 3.256 1.217 0.762 0.788
C 4.393 -0.930 2.773 0.382 -1.048 0.419
C 1.969 2.936 1.512 -0.711 1.390 0.141
C -3.349 4.465 4.518 -0.208 -0.517 0.624
C -0.132 -4.453 1.376 0.950 -0.936 -0.864
C 1.272 4.225 1.194 0.986 -1.065 0.152
C 1.898 2.129 -1.945 -0.374 1.038 -0.260
C 2.199 -4.388 2.231 0.691 -0.341 -0.287
C -0.710 -2.357 -6.821 1.498 -1.397 2.385
C 3.892 -3.321 -2.204 0.618 -0.253 -0.860
C 1.409 -0.730 0.378 0.003 -0.586 -0.391
C -2.030 1.220 5.515 0.131 -0.428 -0.554
C 0.215 0.114 0.452 -1.545 1.229 0.653
C 0.469 1.364 -6.267 0.294 1.145 -0.283
C 0.369 0.661 4.745 -0.414 -0.765 0.148
C -2.594 -1.020 -5.954 0.646 -0.649 -0.188
C -1.743 -2.866 -4.543 0.694 -0.089 -0.297
C -4.133 0.881 -2.934 -1.186 -0.727 0.885
C 0.478 -3.064 3.329 -0.997 -0.346 -0.557
C 3.485 2.266 4.905 -0.665 0.893 -1.579
C -1.102 0.232 4.709 -0.478 -0.549 -0.070
C -2.194 3.169 2.808 -1.464 -0.634 0.762
C 3.437 -1.043 -3.181 1.091 -0.403 0.944
C 3.436 1.155 5.787 0.737 -0.120 0.467
C -4.440 -0.515 -2.327 -0.259 0.419 -0.149
C 2.808 3.596 -3.830 -0.400 0.679 0.566
C -4.019 -1.078 1.832 0.015 -0.304 0.308
C 1.781 3.476 -2.687 1.069 -1.752 -0.686
C -5.421 -1.042 1.287 0.228 0.532 0.335
C 0.136 0.751 -5.020 0.020 -1.767 1.238
C 2.671 -3.049 -4.405 1.874 0.339 0.763
C 5.139 0.207 0.600 0.667 1.041 -0.376
C -6.134 -2.380 1.275 -0.616 0.507 0.506
C -2.929 1.567 -2.414 1.185 0.948 0.064
C 5.102 -1.009 1.465 -1.142 0.009 -1.417
H 2.537 4.492 -4.389 0.123 -0.223 -0.338
H -3.206 2.605 -2.232 -0.164 -0.019 0.492
H -2.394 4.785 4.936 0.400 -0.248 -0.933
H 4.210 -1.965 3.065 -0.077 0.015 0.189
H 1.441 -1.487 1.161 -0.282 0.222 0.263
H -3.898 5.363 4.232 -0.258 -0.122 0.186
H 0.613 0.817 5.796 -0.022 0.395 0.068
H 1.168 2.107 -1.136 0.250 -0.163 0.092
H -2.466 1.086 -1.552 -0.376 0.111 0.163
H 2.814 -3.594 1.809 -0.025 0.164 -0.305
H -5.522 -0.622 -2.243 -0.008 -0.179 -0.607
H 3.810 3.743 -3.428 0.022 0.031 0.209
H 2.584 -4.505 3.244 -0.296 -0.131 0.160
H 4.361 -2.913 -1.309 -0.146 0.774 -0.391
H -0.837 -1.673 -7.675 -0.105 -0.212 -0.042
H 3.464 -3.599 -4.910 0.094 -0.355 0.011
H 1.515 1.313 -6.570 0.023 -0.532 0.289
H -3.972 -1.277 -2.950 -0.235 -0.147 -0.147
H -3.361 -0.587 1.115 0.310 -0.420 -0.037
H 1.077 -0.104 4.428 -0.291 -0.121 -0.340
H 0.330 2.419 -6.028 -0.372 0.318 -0.747
H -3.813 -2.117 2.091 0.704 -0.006 -0.544
H -5.420 3.347 3.213 -0.100 -0.278 -0.298
H 2.881 2.687 -4.427 -0.271 0.051 -0.086
H 3.312 3.232 5.379 0.120 -0.178 0.154
H -2.083 1.718 -3.084 -0.192 -0.485 -0.625
H -3.071 1.024 5.258 0.053 -0.173 0.312
H -2.279 2.342 2.086 -0.088 0.155 -0.205
H 1.917 4.736 0.479 -0.412 -0.036 -0.379
H 2.688 2.095 4.181 -0.212 0.266 0.001
H -4.107 -0.703 -1.306 0.552 0.515 -0.065
H -5.985 -2.951 2.191 0.282 0.226 0.213
H 5.912 0.116 -0.163 0.059 -0.108 0.140
H 3.190 -4.077 -1.851 -0.445 0.185 -0.303
H -3.768 3.937 5.375 -0.753 0.405 0.198
H -0.594 -2.866 3.335 0.018 -0.077 -0.112
H 2.429 -2.289 -5.149 -0.737 -0.060 0.415
H 4.352 2.307 4.247 0.339 -0.139 0.488
H 1.210 4.883 2.061 -0.206 -0.417 0.141
H 0.287 3.943 0.823 0.097 0.432 -0.114
H -1.082 -3.981 1.670 -0.398 -0.348 -0.583
H 1.700 1.315 -2.643 -0.206 0.084 -0.059
H 4.662 -3.843 -2.772 0.276 -0.385 0.373
H -5.755 -3.037 0.491 -0.251 0.229 -0.327
H 3.451 -0.382 2.806 0.387 0.437 -0.113
H -4.610 2.078 4.168 -0.651 -0.417 -0.152
H -3.607 -1.419 -5.900 -0.064 0.276 0.249
H 2.864 -0.574 -3.996 0.021 0.033 -0.002
H 4.235 0.424 0.032 -0.251 -0.505 0.187
H -3.832 -0.579 2.783 -0.544 0.424 0.030
H 0.531 1.573 4.171 -0.228 0.083 0.067
H 1.367 -1.314 -0.542 0.052 0.155 -0.224
H -0.157 0.995 -7.079 -0.082 0.270 0.118
H -7.197 -2.145 1.239 -0.032 -0.412 -0.605
H -1.571 -2.229 -3.675 0.208 0.486 -0.227
H 0.717 -3.407 4.335 0.271 -0.433 -0.175
H 5.172 -0.569 3.444 -0.380 0.444 0.489
H 2.934 1.969 -1.648 -0.042 0.064 0.335
H -0.992 -3.654 -4.486 -0.160 -0.034 -0.258
H -2.741 -3.274 -4.386 -0.074 -0.165 -0.442
H 1.907 -3.781 -4.144 -0.281 0.560 0.029
H -2.374 -0.252 -5.213 -0.345 -0.267 0.358
H 5.292 1.123 1.172 0.147 -0.009 0.216
H -1.859 2.291 5.410 0.445 -0.046 -1.015
H 2.420 -5.306 1.687 -0.367 0.092 -0.093
H -2.494 -0.495 -6.904 0.120 -0.362 -0.250
H 0.926 -2.076 3.222 0.369 -0.129 -0.392
H -1.855 1.198 6.591 -0.080 -1.013 0.156
H -4.424 2.051 2.373 -0.368 0.074 0.067
H 2.351 -0.183 0.411 -0.381 0.258 -0.052
```
Positions in Å, forces in eV/Å.


2.
ORCA calculation (ωB97M-V/def2-TZVPD) on a cluster of 5 separate species, C35H71BClF9N2O19S4 in total at a distorted geometry.

## Properties
E, eV: -160323.614
Spin multiplicity: 1
SMILES string: CCCCCCC[C@](CCC(F)(F)C(F)(F)C(F)(F)C(F)(F)F)(O[C@@](CNC)(COC)CON=O)[C@@H](CB(O)O)OCCl.CCOS(C)(=O)=O.CCOS(C)(=O)=O.CCOS(C)(=O)=O.CCOS(C)(=O)=O

Structure (XYZ):
```
142
Properties=species:S:1:pos:R:3:forces:R:3
Cl 3.096 -1.324 -1.390 0.101 0.127 0.030
S 2.374 5.543 -3.290 0.040 0.127 -0.084
S 0.061 8.136 1.868 -0.056 0.187 0.060
S -4.425 3.986 3.371 0.124 0.211 -0.040
S 6.848 -3.453 -0.594 -0.195 0.011 0.079
F 1.136 -9.026 -0.273 -0.065 0.163 -0.085
F -0.903 -8.877 -1.978 0.137 0.160 0.055
F -2.431 -6.753 -2.207 0.267 0.026 0.156
F 2.121 -6.378 -2.261 -0.010 -0.016 -0.157
F 1.159 -6.863 0.046 -0.010 -0.107 -0.050
F 3.062 -8.229 -1.670 0.136 0.033 0.015
F 1.496 -8.263 -3.145 -0.065 -0.040 -0.036
F -0.453 -6.359 -3.057 -0.183 -0.080 0.055
F -1.281 -7.963 -0.031 0.072 0.019 -0.141
O 1.355 7.530 1.813 0.022 -0.085 -0.062
O -2.254 -3.713 3.161 0.142 -0.017 -0.031
O 3.694 5.137 -2.918 -0.011 -0.103 0.041
O -4.524 3.277 4.611 -0.010 -0.120 -0.034
O 0.859 -1.562 -4.890 -0.261 0.313 0.285
O 2.327 -4.624 4.356 -0.360 -0.178 0.164
O 2.314 5.700 -4.870 -0.112 0.051 -0.007
O 0.013 9.193 3.049 0.088 0.050 -0.057
O 1.243 4.793 -2.843 -0.018 -0.068 0.087
O 0.599 -4.065 3.200 0.266 0.197 0.382
O -4.658 3.295 2.139 -0.072 -0.166 0.037
O -5.369 5.265 3.419 0.041 0.053 0.114
O -1.104 7.307 1.949 -0.007 -0.130 0.019
O 5.446 -4.187 -0.714 -0.004 -0.131 0.075
O -0.482 -2.808 0.039 -0.250 0.054 0.046
O -1.037 -2.529 -5.963 0.368 0.804 -0.086
O 6.799 -2.241 -1.352 0.101 0.005 -0.077
O 0.592 -1.617 -1.951 -0.068 0.197 -0.152
O 7.902 -4.392 -0.828 0.074 0.019 -0.022
N 1.729 -4.933 3.411 0.200 0.171 -0.399
N -2.124 -1.032 2.156 0.000 0.352 -0.175
C -0.529 -2.423 -2.276 0.281 -0.401 0.158
C -1.235 0.412 -0.597 0.072 0.405 -0.129
C -2.646 -1.843 -0.860 -0.010 0.269 0.018
C -1.508 1.717 0.164 0.176 0.162 -0.580
C -0.834 -1.695 2.223 -0.106 0.321 -0.171
C -1.265 -1.824 -3.478 0.610 0.097 -0.025
C -0.619 -7.813 -1.206 -0.034 0.162 -0.004
C -1.975 -4.177 -1.377 0.027 -0.131 0.121
C 1.776 -2.356 -1.936 -0.193 -0.213 0.131
C -0.328 2.686 0.111 0.346 -0.217 0.191
C -6.785 5.059 3.219 -0.365 -0.054 -0.104
C 2.136 7.238 -2.886 -0.017 0.084 0.003
C -1.427 -2.761 -1.026 -0.232 -0.039 -0.665
C 0.838 2.237 1.028 -0.022 0.210 -0.501
C 1.114 8.049 4.943 0.076 -0.043 -0.186
C -2.544 -0.304 -0.958 -0.024 -0.131 0.186
C 0.895 -7.832 -0.855 0.007 -0.518 0.016
C -0.977 -5.273 -1.021 -0.015 -0.246 -0.244
C -7.471 4.435 4.416 0.155 -0.082 0.073
C 2.723 4.563 -5.665 0.160 -0.309 -0.224
C 2.186 1.986 0.317 0.059 0.023 0.665
C 5.652 -5.576 -2.748 0.165 0.005 0.125
C 0.625 -3.623 1.851 0.075 -0.027 -0.647
C -1.834 -3.994 1.843 -0.178 -0.222 -0.127
C -0.144 8.690 4.398 -0.074 -0.142 0.385
C 1.704 3.442 -5.670 -0.090 0.054 0.176
C 6.760 -3.097 1.125 -0.013 0.029 0.060
C -1.127 -6.514 -1.877 -0.305 0.105 -0.077
C -2.890 4.833 3.305 0.056 0.059 -0.057
C 1.908 -7.679 -2.033 0.075 0.140 0.284
C -0.104 9.275 0.540 -0.018 0.047 -0.040
C -2.286 -0.077 3.255 -0.246 -0.609 0.358
C -0.723 -2.999 1.427 0.174 -0.246 0.995
C -2.797 -4.843 3.808 -0.104 0.228 0.260
C 4.932 -4.447 -2.040 -0.132 0.008 -0.418
B -0.445 -1.970 -4.824 -0.194 -0.260 -0.148
H 0.048 2.757 -0.913 -0.132 0.046 -0.047
H 1.959 8.732 4.862 -0.009 0.024 0.051
H 2.031 -2.724 -2.932 0.008 0.074 -0.033
H 4.958 -3.523 -2.620 0.090 0.047 0.088
H 6.612 -4.026 1.667 0.010 -0.016 -0.011
H 2.985 7.810 -3.248 0.011 -0.005 -0.004
H 2.853 4.966 -6.667 -0.030 0.125 0.041
H -3.323 0.103 -0.308 -0.019 -0.122 0.048
H -2.949 -4.364 -0.921 0.078 -0.016 0.114
H -0.533 -0.220 -0.061 -0.080 -0.090 0.052
H 0.725 3.815 -5.971 0.010 -0.005 -0.054
H -6.934 4.466 2.315 0.100 -0.040 0.012
H 1.600 2.992 -4.684 0.033 -0.013 -0.005
H 1.369 7.141 4.400 -0.023 -0.013 0.005
H 6.687 -5.317 -2.963 -0.004 0.024 -0.015
H -2.818 5.494 4.164 -0.017 -0.011 0.018
H -3.151 -2.098 0.072 0.173 -0.090 0.069
H -2.825 5.393 2.377 0.009 0.014 -0.001
H 0.695 10.008 0.609 0.017 -0.005 0.012
H -0.717 0.706 -1.516 0.052 -0.188 -0.016
H -3.340 -2.166 -1.643 -0.028 -0.015 0.029
H -1.049 -5.582 0.016 -0.042 0.125 0.031
H -7.180 6.055 3.029 0.119 0.054 0.005
H 3.698 4.217 -5.318 -0.021 0.048 0.101
H 0.039 -4.911 -1.183 0.020 -0.072 0.102
H -2.253 -2.267 -3.599 -0.063 0.103 0.075
H -1.341 -0.748 -3.296 -0.273 -0.033 0.077
H -0.412 9.567 4.983 -0.001 0.081 -0.113
H -0.011 8.698 -0.377 -0.021 -0.036 0.004
H -1.743 -1.967 -6.298 -0.316 -0.387 0.033
H -0.551 -1.892 3.263 0.020 -0.252 -0.003
H -2.366 2.196 -0.321 -0.110 0.001 0.218
H -2.154 -4.220 -2.455 -0.053 0.163 0.009
H -2.540 -0.611 4.182 0.105 0.092 0.096
H 0.858 -4.450 1.172 -0.083 -0.101 0.133
H 1.709 -3.187 -1.228 0.010 0.032 0.009
H 3.888 -4.706 -1.884 -0.002 0.038 0.172
H -3.768 -5.115 3.382 0.061 -0.160 -0.101
H 0.538 1.311 1.523 -0.034 0.090 0.205
H -7.124 3.418 4.590 -0.004 -0.007 -0.025
H -0.991 8.004 4.424 0.009 -0.012 -0.113
H -0.133 -3.397 -2.594 0.012 0.001 0.001
H 1.209 7.578 -3.338 -0.013 -0.023 -0.017
H 2.528 0.976 0.546 0.060 -0.039 -0.300
H 1.410 -2.870 1.718 -0.018 0.033 0.074
H -2.103 -5.687 3.776 -0.041 -0.066 -0.109
H 5.150 -5.794 -3.691 -0.061 0.006 0.022
H 5.942 -2.403 1.299 -0.018 0.007 -0.024
H -1.756 1.503 1.203 -0.251 0.008 0.007
H -8.548 4.405 4.245 -0.005 0.055 -0.027
H 7.711 -2.646 1.399 0.012 0.007 -0.025
H -1.352 0.448 3.455 -0.054 0.227 -0.248
H 1.092 -1.228 -5.761 0.205 -0.485 -0.190
H -2.858 -1.718 2.268 0.042 -0.102 0.015
H 5.657 -6.474 -2.130 -0.053 -0.025 -0.024
H 2.948 2.654 0.725 0.032 0.056 -0.199
H -0.645 3.695 0.387 -0.078 -0.033 0.022
H 0.966 7.790 5.992 -0.032 0.050 0.016
H -2.953 -4.571 4.851 0.008 0.035 -0.043
H -2.110 4.075 3.346 -0.025 -0.041 -0.016
H -1.080 9.748 0.599 -0.007 -0.004 0.010
H 2.147 2.130 -0.760 -0.064 -0.077 -0.025
H -7.270 5.013 5.318 -0.042 0.033 -0.006
H 2.072 7.289 -1.802 0.037 -0.042 0.037
H -0.065 -1.028 1.816 -0.046 0.037 -0.013
H -3.106 0.613 3.060 0.157 0.187 -0.127
H 2.022 2.668 -6.369 0.023 0.037 -0.038
H -1.428 -5.012 1.820 0.029 0.010 0.009
H 0.986 3.008 1.784 -0.038 -0.175 0.210
H -2.839 -0.008 -1.968 0.037 0.056 0.018
H -2.704 -3.990 1.179 0.055 0.174 -0.135
```
Positions in Å, forces in eV/Å.